Entry 1:
DFT (ωB97M-V/def2-TZVPD) results for 2 unconnected molecules or ions with the total composition C9H18F3N2O2.

Geometry (Å):
F1 -0.617 -0.393 2.275
C1 -0.604 0.951 1.931
F2 -1.530 1.518 2.733
F3 0.590 1.393 2.324
C2 -0.902 1.172 0.475
C3 0.000 0.425 -0.510
C4 -0.238 -1.087 -0.679
C5 0.916 -1.809 0.058
N1 0.676 -3.280 0.344
C6 -0.741 -3.588 0.686
C7 -1.634 -3.000 -0.402
N2 -1.588 -1.543 -0.347
H1 -1.964 0.934 0.337
H2 -0.787 2.246 0.288
H3 -0.093 0.934 -1.468
H4 1.039 0.607 -0.220
H5 -0.099 -1.313 -1.744
H6 1.792 -1.779 -0.599
H7 1.207 -1.326 0.991
H8 0.946 -3.819 -0.489
H9 1.281 -3.576 1.117
H10 -0.857 -4.662 0.852
H11 -0.954 -3.080 1.632
H12 -2.652 -3.385 -0.319
H13 -1.236 -3.300 -1.380
H14 -1.815 -1.260 0.600
O1 1.612 2.248 -1.405
C8 1.422 3.543 -1.706
C9 1.051 4.476 -0.421
O2 0.825 5.747 -0.705
H15 0.576 3.743 -2.408
H16 2.300 4.064 -2.151
H17 1.904 4.274 0.278
H18 0.173 3.926 0.034

DFT total energy = -24847.0475 eV
charge = -1
LUMO energy = 0.042 Eh
relative energy (zero: lowest compared OMol25 entry of this formula, charge and spin) = 165.9 kJ/mol
orbital gap = 0.0630 hartree
molecular weight = 243.25 g mol⁻¹

From a Löwdin analysis of the wavefunction, the atomic charges in e read: 0.053 -0.595 0.119 0.154 -0.067 -0.145 -0.314 -0.103 0.031 -0.160 -0.204 -0.015 0.125 0.112 0.112 0.097 0.138 0.123 0.119 0.124 0.131 0.109 0.126 0.118 0.115 0.091 -0.357 -0.464 -0.525 -0.329 0.074 0.074 0.076 0.058

=====

Entry 2:
DFT (ωB97M-V/def2-TZVPD) results for a molecular structure, C9H18F5I2MoOP2.

Geometry (Å):
I1 1.535 2.796 1.206
I2 -2.309 1.235 -1.928
Mo1 -0.477 0.082 -0.315
P1 1.272 0.632 -1.766
C1 1.006 -0.481 -3.197
C2 1.412 2.292 -2.496
H1 2.367 2.353 -3.043
H2 3.669 0.366 -1.817
H3 1.379 3.004 -1.656
H4 3.066 0.901 -0.209
H5 0.055 -0.248 -3.691
H6 0.569 2.458 -3.186
C3 2.893 0.227 -1.061
H7 1.835 -0.358 -3.903
H8 2.868 -0.818 -0.749
H9 1.008 -1.512 -2.831
P2 -1.450 0.616 1.707
C4 -2.913 -0.450 1.894
C5 -0.385 0.294 3.124
H10 -1.357 2.980 1.570
H11 -2.447 2.411 2.926
H12 -3.015 2.390 1.193
C6 -2.156 2.290 1.871
H13 0.549 0.860 2.979
H14 -0.898 0.605 4.041
H15 -3.404 -0.214 2.847
H16 -2.581 -1.494 1.887
H17 -0.180 -0.778 3.150
H18 -3.605 -0.272 1.061
C7 -1.709 -1.523 -0.858
O1 -2.663 -2.191 -0.945
F1 -0.362 -2.344 1.628
C8 0.480 -1.715 0.650
F2 1.601 -1.262 1.374
C9 0.955 -2.960 -0.182
F3 1.564 -3.868 0.647
F4 -0.057 -3.624 -0.789
F5 1.886 -2.683 -1.137

DFT total energy = -61861.6015 eV
charge = +3
LUMO energy (spin up / spin down) = -0.530 / -0.519 Eh
⟨S²⟩ = 2.045
orbital gap (spin up / spin down) = 0.2358 / 0.2388 hartree
molecular weight = 648.93 g mol⁻¹
spin multiplicity = 3

From a Löwdin analysis of the wavefunction, the atomic charges in e read: 0.780 0.748 0.738 0.656 -0.178 -0.229 0.099 0.100 -0.016 -0.013 0.051 0.058 -0.211 0.106 0.040 0.046 0.661 -0.177 -0.213 -0.014 0.097 0.057 -0.221 -0.021 0.101 0.108 0.059 0.057 0.065 -0.218 0.228 0.007 -0.343 0.048 -0.518 0.182 0.160 0.121

=====

Entry 3:
DFT (ωB97M-V/def2-TZVPD) results for C9H18FN in the gas phase.

Geometry (Å):
C1 -0.394 0.305 -4.091
C2 0.106 -0.116 -2.697
C3 -0.803 0.499 -1.540
N1 -0.108 0.140 -0.407
C4 -1.003 -0.551 0.564
C5 -0.344 -0.428 1.907
C6 0.021 -1.887 2.426
C7 0.911 0.486 1.749
C8 1.318 1.511 2.793
C9 0.567 1.171 0.393
F1 -0.207 2.278 0.548
H1 -1.419 -0.084 -4.405
H2 -0.388 1.436 -4.060
H3 0.251 0.064 -4.857
H4 0.966 0.464 -2.602
H5 0.191 -1.142 -2.363
H6 -0.879 1.573 -1.749
H7 -1.771 0.164 -1.550
H8 -0.899 -1.597 0.285
H9 -1.981 -0.203 0.583
H10 -1.024 -0.045 2.762
H11 0.424 -2.337 1.466
H12 -0.891 -2.256 2.704
H13 0.805 -1.737 3.311
H14 1.845 -0.138 1.581
H15 2.310 1.883 2.457
H16 1.369 1.014 3.786
H17 0.428 2.117 3.011
H18 1.412 1.502 -0.268

DFT total energy = -13830.6177 eV
LUMO energy = 0.038 Eh
relative energy (zero: lowest compared OMol25 entry of this formula, charge and spin) = 78.6 kJ/mol
orbital gap = 0.3597 hartree
SMILES = CCCN1C[C@@H](C)[C@H](C)[C@@H]1F
molecular weight = 159.25 g mol⁻¹

From a Löwdin analysis of the wavefunction, the atomic charges in e read: -0.113 -0.196 -0.229 -0.116 -0.142 -0.311 -0.055 -0.280 -0.068 -0.310 0.027 0.092 0.089 0.021 0.072 0.105 0.126 0.090 0.113 0.104 0.161 0.093 0.028 0.122 0.155 0.098 0.080 0.082 0.165

=====

Entry 4:
DFT (ωB97M-V/def2-TZVPD) results for C9H18N2O4 in the gas phase.

Geometry (Å):
C1 -0.471 -2.444 0.853
C2 -1.186 -1.766 -0.302
C3 -2.150 -0.665 0.225
C4 -0.255 -1.355 -1.402
N1 0.721 -0.409 -0.892
C5 0.342 0.895 -0.642
O1 -0.618 1.325 -1.151
C6 1.450 1.705 0.143
N2 1.193 3.214 0.021
C7 1.486 1.239 1.507
C8 0.228 1.461 2.344
O2 1.844 -0.146 1.485
C9 -0.709 -1.050 -2.855
O3 -1.663 -1.632 -3.398
O4 -0.103 -0.046 -3.433
H1 0.319 -3.161 0.404
H2 -1.185 -3.133 1.472
H3 -0.048 -1.737 1.596
H4 -1.775 -2.641 -0.791
H5 -2.900 -1.036 0.969
H6 -2.736 -0.424 -0.725
H7 -1.822 0.144 0.735
H8 0.314 -2.330 -1.848
H9 1.294 -0.778 -0.263
H10 2.463 1.471 -0.307
H11 0.319 3.268 -0.624
H12 1.993 3.702 -0.341
H13 2.220 1.838 1.990
H14 0.380 1.874 3.340
H15 -0.260 2.365 1.954
H16 -0.631 0.771 2.267
H17 2.663 -0.318 1.951
H18 -0.716 -0.201 -4.283

DFT total energy = -20793.3848 eV
LUMO energy = 0.014 Eh
relative energy (zero: lowest compared OMol25 entry of this formula, charge and spin) = 364.3 kJ/mol
orbital gap = 0.3648 hartree
SMILES = CC(C)[C@H](NC(=O)[C@@H](N)[C@@H](C)O)C(=O)O
molecular weight = 218.25 g mol⁻¹

From a Löwdin analysis of the wavefunction, the atomic charges in e read: -0.092 -0.382 -0.044 -0.207 0.136 -0.439 0.118 -0.245 0.057 -0.412 -0.020 -0.043 -0.516 0.056 0.118 0.104 0.109 0.062 0.165 0.095 0.113 0.000 0.208 0.048 0.168 0.109 0.052 0.136 0.079 0.080 0.075 0.108 0.205

=====

Which formula does entry 1 have? C9H18F3N2O2

=====

DFT total energy of number 1 (C9H18F3N2O2)? -24847.0475 eV

=====

molecular weight of number 1 (C9H18F3N2O2)? 243.25 g mol⁻¹

=====

Repeat the first record exactly.
DFT (ωB97M-V/def2-TZVPD) results for 2 unconnected molecules or ions with the total composition C9H18F3N2O2.

Geometry (Å):
F1 -0.617 -0.393 2.275
C1 -0.604 0.951 1.931
F2 -1.530 1.518 2.733
F3 0.590 1.393 2.324
C2 -0.902 1.172 0.475
C3 0.000 0.425 -0.510
C4 -0.238 -1.087 -0.679
C5 0.916 -1.809 0.058
N1 0.676 -3.280 0.344
C6 -0.741 -3.588 0.686
C7 -1.634 -3.000 -0.402
N2 -1.588 -1.543 -0.347
H1 -1.964 0.934 0.337
H2 -0.787 2.246 0.288
H3 -0.093 0.934 -1.468
H4 1.039 0.607 -0.220
H5 -0.099 -1.313 -1.744
H6 1.792 -1.779 -0.599
H7 1.207 -1.326 0.991
H8 0.946 -3.819 -0.489
H9 1.281 -3.576 1.117
H10 -0.857 -4.662 0.852
H11 -0.954 -3.080 1.632
H12 -2.652 -3.385 -0.319
H13 -1.236 -3.300 -1.380
H14 -1.815 -1.260 0.600
O1 1.612 2.248 -1.405
C8 1.422 3.543 -1.706
C9 1.051 4.476 -0.421
O2 0.825 5.747 -0.705
H15 0.576 3.743 -2.408
H16 2.300 4.064 -2.151
H17 1.904 4.274 0.278
H18 0.173 3.926 0.034

DFT total energy = -24847.0475 eV
charge = -1
LUMO energy = 0.042 Eh
relative energy (zero: lowest compared OMol25 entry of this formula, charge and spin) = 165.9 kJ/mol
orbital gap = 0.0630 hartree
molecular weight = 243.25 g mol⁻¹

From a Löwdin analysis of the wavefunction, the atomic charges in e read: 0.053 -0.595 0.119 0.154 -0.067 -0.145 -0.314 -0.103 0.031 -0.160 -0.204 -0.015 0.125 0.112 0.112 0.097 0.138 0.123 0.119 0.124 0.131 0.109 0.126 0.118 0.115 0.091 -0.357 -0.464 -0.525 -0.329 0.074 0.074 0.076 0.058